# 1
# C2H28NO11

A 11-piece molecular cluster, C2H28NO11 overall (wB97M-V/def2-TZVPD, the Open Molecules 2025 dataset).

CARTESIAN COORDINATES (ANGSTROEM)
O: -2.768 -0.529 -2.573
H: 0.174 1.281 -1.679
H: -1.859 0.183 -0.373
H: 2.467 2.655 -1.498
H: 0.468 3.300 0.139
O: -0.039 3.295 0.953
H: -3.725 -0.471 -2.630
H: 2.873 -0.542 -1.316
O: 0.505 -1.844 -1.901
O: 3.067 1.298 1.689
H: 3.546 2.100 1.913
H: 0.535 0.290 0.866
H: -0.986 0.910 -2.544
C: -1.235 -0.305 1.595
H: 0.566 0.553 3.704
H: -2.480 -0.894 -3.414
H: 0.246 -3.514 2.939
H: 0.219 2.567 1.525
H: 1.706 -3.090 3.349
O: 0.558 0.867 2.792
H: 0.204 -1.120 -2.472
O: 3.126 -1.476 -1.409
N: -1.565 -0.621 0.186
C: 0.251 -0.139 1.867
H: -0.701 -0.913 -0.305
H: -0.758 -3.600 -1.504
O: 0.847 -2.776 3.055
H: 0.873 -1.016 1.870
O: -3.018 2.286 -0.437
O: -1.208 -3.489 -0.668
H: 1.593 3.547 -2.460
O: -0.430 0.541 -1.852
H: 1.458 -1.626 -1.810
H: -2.778 3.202 -0.251
H: 3.938 -1.364 -0.888
H: -2.191 -1.423 0.112
H: 2.290 1.325 2.278
H: -2.773 2.198 -1.365
H: -1.105 -4.007 0.122
H: -1.736 0.586 1.999
O: 1.582 2.824 -1.834
H: -1.737 -1.050 2.229

- spin multiplicity = 1
- E_tot (eV) = -26535.0131
- net charge = +1
- energy relative to the best compared isomer or geometry (same formula, charge and spin) (kJ/mol) = 302.0
- LUMO energy (eV) = -2.646
- maximum force (eV/A) = 3.549



# 2
# C3H16NO3S

A 5-piece molecular cluster, C3H16NO3S overall (wB97M-V/def2-TZVPD, the Open Molecules 2025 dataset).

CARTESIAN COORDINATES (ANGSTROEM)
H: 2.812 0.176 -0.816
C: 1.159 1.515 -0.900
H: 2.923 2.299 -2.047
H: 1.471 1.548 -2.978
H: -1.399 -1.690 -0.350
H: -0.791 1.953 -1.587
H: -1.224 -4.044 0.998
H: 0.984 2.233 -0.022
H: 0.313 -0.917 1.481
N: 1.855 0.216 -0.574
H: 1.358 3.348 -2.244
O: 1.082 -1.434 1.707
C: -0.382 1.085 -1.160
C: 1.783 2.261 -2.083
H: -3.863 3.684 4.139
H: 0.569 -2.228 1.867
H: -0.529 -4.789 2.118
O: -1.434 -2.624 -0.733
S: -1.310 0.459 0.168
H: -1.942 -2.822 -1.565
H: -4.408 3.400 4.569
O: -0.457 -4.021 1.589
H: 1.780 0.072 0.401
H: -0.351 0.322 -1.978

- spin multiplicity = 1
- E_tot (eV) = -21825.5672
- net charge = +1
- energy relative to the best compared isomer or geometry (same formula, charge and spin) (kJ/mol) = 725.0
- LUMO energy (eV) = -9.392
- maximum force (eV/A) = 4.870



# 3
# C34H39F5N8O6S2Ta

C34H39F5N8O6S2Ta as an isolated structure (wB97M-V/def2-TZVPD, the Open Molecules 2025 dataset).

CARTESIAN COORDINATES (ANGSTROEM)
H: 3.400 -0.936 -0.977
H: -4.440 4.896 -2.369
C: 0.091 1.530 5.316
C: -4.065 -1.928 1.223
H: -2.442 -2.969 3.301
N: -3.461 5.014 0.318
H: -1.378 3.230 0.952
C: -0.262 -3.212 -0.926
S: -0.198 0.943 -2.374
C: -0.610 0.989 3.030
H: -3.790 -0.513 -0.947
C: -2.196 2.884 0.356
H: -1.478 2.261 6.557
H: -5.295 0.373 -0.864
H: -3.666 2.619 -6.732
H: -5.851 2.260 -1.704
O: -1.873 -1.004 0.617
H: 1.945 1.088 -0.294
H: -0.327 4.223 -0.782
O: -2.581 5.521 0.977
C: -1.211 1.903 5.572
H: -4.041 -2.673 0.428
H: -0.920 -2.366 2.652
H: -2.709 1.306 2.568
C: 2.252 -0.264 1.209
H: -4.357 0.446 -2.347
C: -1.084 0.759 -4.955
H: 0.509 2.760 0.942
H: -4.618 -1.053 0.882
H: 3.270 0.096 1.365
C: -2.201 1.818 4.581
C: -3.421 3.635 -6.426
F: -1.974 -1.384 -2.208
C: 2.346 -0.737 -1.171
C: 0.357 1.075 4.031
C: -5.077 4.051 -2.620
C: -1.927 -2.686 2.381
H: -1.866 -3.568 1.744
C: -3.563 1.579 -0.721
H: 2.250 -0.220 -2.128
H: -4.151 5.148 -5.033
C: -1.691 -5.103 -1.017
H: -4.620 -2.364 2.055
H: 2.776 -3.439 -1.923
C: -2.654 -0.894 -5.723
H: 2.436 0.535 3.923
H: -6.011 3.717 -0.713
H: 1.428 4.290 -0.445
C: -4.278 0.399 -1.259
C: 1.300 0.293 2.196
H: 0.812 3.350 -1.827
C: -4.358 4.118 -5.330
C: -1.829 0.193 -5.978
C: -3.265 3.618 0.001
C: 1.516 -1.960 -1.180
H: -2.382 3.678 -6.103
C: -0.639 -5.898 -1.495
C: -5.366 3.185 -1.404
F: -0.312 1.802 -5.212
C: -1.939 -0.871 -3.463
F: -1.752 0.685 -7.200
H: -3.211 2.118 4.826
N: 1.545 0.627 3.454
O: -2.806 3.081 -3.430
O: -4.860 1.856 -4.057
S: -4.190 3.124 -3.870
N: 0.252 -1.897 -0.762
N: 1.866 -3.174 -1.571
H: 1.427 -5.958 -2.106
C: -2.694 -1.560 1.729
H: -2.358 -3.164 -0.407
H: 2.262 -1.354 1.291
H: -2.774 -0.724 2.420
C: 0.611 -5.362 -1.720
H: -5.408 4.031 -5.617
H: -6.011 4.431 -3.035
O: -4.482 5.543 -0.060
C: 0.760 -4.013 -1.431
N: 0.026 0.496 1.859
C: 0.612 3.673 -0.812
H: 0.860 1.585 6.075
F: -3.489 -2.479 -4.180
H: -0.817 -6.944 -1.704
C: -2.713 -1.439 -4.446
F: -3.371 -1.418 -6.691
H: -2.665 -5.553 -0.880
H: -3.537 4.282 -7.293
N: 1.735 0.106 -0.125
C: -1.131 0.226 -3.674
Ta: -0.632 0.041 -0.174
C: -1.525 -3.763 -0.733
O: 0.517 2.470 0.022
N: -2.356 1.603 -0.116
N: -4.121 2.802 -0.702
C: -1.925 1.363 3.307

- spin multiplicity = 1
- E_tot (eV) = -96883.3818
- net charge = +3
- energy relative to the best compared isomer or geometry (same formula, charge and spin) (kJ/mol) = 84.1
- LUMO energy (eV) = -9.404
- maximum force (eV/A) = 0.603



# 4
# C9H72NO28

A 28-piece molecular cluster, C9H72NO28 overall (wB97M-V/def2-TZVPD, the Open Molecules 2025 dataset).

CARTESIAN COORDINATES (ANGSTROEM)
H: 6.176 4.059 8.811
O: -2.472 1.441 8.216
O: 1.679 2.138 -8.374
H: 4.790 1.585 -5.060
H: 0.699 4.309 4.019
H: 2.192 1.889 -9.142
C: 0.470 -1.461 -1.399
H: -0.457 1.668 -0.177
H: -0.333 -1.556 -2.130
O: 5.262 3.920 9.057
C: -0.172 0.921 -0.917
H: 3.193 6.701 -6.616
O: -4.503 7.811 -2.162
H: 0.970 1.496 -8.340
H: 3.980 -5.901 9.244
H: 0.628 1.400 -1.482
O: -7.366 3.687 -1.921
H: 1.508 -3.500 0.850
H: -0.937 0.974 -1.692
H: 3.058 -4.827 -7.747
O: -1.846 -0.846 -9.801
O: -9.113 -2.332 0.600
O: -2.070 7.226 -7.112
H: 6.456 -4.184 -4.964
H: 3.909 5.028 -1.539
H: -6.397 -4.291 -4.463
H: 8.029 -1.964 -0.048
H: -5.374 -7.267 -1.790
O: -6.389 -1.226 6.767
H: 4.246 5.578 -0.169
H: 0.248 -2.890 2.804
H: -7.293 2.870 -2.414
H: 5.998 4.800 4.101
C: 2.203 -2.692 1.076
O: 2.468 0.291 0.305
H: -0.742 -3.009 0.810
H: 5.111 -6.714 9.836
O: -6.267 -6.924 -1.800
H: 3.358 5.339 -7.255
H: -2.106 2.011 7.540
C: 0.223 -0.429 -0.268
H: 2.364 -1.524 3.883
H: 6.371 -2.256 10.305
H: 5.328 0.916 -3.814
H: 2.076 8.296 -2.972
O: -2.874 -5.379 -8.171
O: 5.187 4.685 3.605
H: 6.451 -2.746 -4.490
H: -1.312 7.185 -6.530
H: 2.823 -2.535 0.193
C: 1.524 -1.445 1.685
O: -6.431 -4.060 -5.391
H: 8.733 -2.976 -0.927
H: -4.966 -5.490 8.773
H: 7.373 -1.472 11.126
O: -4.400 6.043 3.998
C: -1.060 -0.917 0.442
O: -0.046 3.712 4.087
H: -5.970 -1.859 7.350
H: -3.300 1.133 7.848
H: -1.766 6.836 -7.932
H: 3.410 -0.924 2.745
O: 6.861 -1.434 10.318
H: -3.447 -5.518 -8.925
H: -3.472 -5.198 -7.446
H: 1.277 -1.138 -2.057
C: -0.966 -2.113 1.388
O: -4.146 -5.149 8.416
H: 4.174 -5.841 -7.618
O: 4.006 -4.925 -7.837
H: -1.833 -1.096 -0.305
H: -1.536 -1.066 -10.680
H: -8.056 3.519 -1.279
H: -2.223 -1.660 -9.468
H: 2.896 -3.010 1.855
H: -3.853 -5.821 7.802
C: 0.169 -1.902 2.350
H: -7.281 -1.555 6.657
H: -7.231 -4.478 -5.712
H: -5.434 1.699 -6.323
O: 4.173 5.831 -1.089
H: 2.047 0.080 3.255
N: 1.264 -0.253 0.793
H: -1.533 -0.074 0.946
H: -0.139 -1.229 3.151
O: 1.431 8.575 -3.621
O: 6.872 -3.592 -4.337
O: -6.305 1.316 -6.422
H: 5.285 3.833 3.180
O: 8.852 -2.444 -0.140
H: -0.351 -3.941 8.484
H: -6.823 -7.703 -1.827
O: 3.827 6.155 -7.081
C: 2.344 -0.930 2.970
H: 1.031 -4.169 7.908
O: 5.587 1.209 -4.687
H: 5.181 2.971 9.155
H: -8.808 -1.744 1.292
O: 0.540 -4.193 8.729
H: -4.830 7.890 -3.058
H: -1.992 -2.085 1.757
H: -8.344 -2.855 0.375
H: -4.226 6.937 4.291
H: -4.517 6.871 -1.983
H: 0.533 -2.493 -1.052
H: -3.533 5.665 3.854
O: 4.931 -6.001 9.224
H: -6.142 0.383 -6.563
H: 0.187 2.972 3.528
H: 1.026 9.353 -3.238

- spin multiplicity = 1
- E_tot (eV) = -69317.8634
- net charge = -1
- energy relative to the best compared isomer or geometry (same formula, charge and spin) (kJ/mol) = 813.7
- LUMO energy (eV) = 1.352
- maximum force (eV/A) = 2.283



# 5
# C40H49ClN7O2Y

C40H49ClN7O2Y as an isolated structure (wB97M-V/def2-TZVPD, the Open Molecules 2025 dataset).

CARTESIAN COORDINATES (ANGSTROEM)
C: 2.363 4.731 -0.108
Cl: 6.064 1.236 3.126
H: -6.802 0.357 -2.188
H: -1.800 2.346 3.040
H: 3.276 2.241 -0.709
H: -3.832 -0.769 -3.764
H: 0.533 -2.808 -4.197
C: 2.684 -1.352 -0.280
H: 0.811 6.161 0.113
H: 4.117 -1.508 -1.853
H: 0.622 -7.044 -0.906
H: 1.054 4.523 3.379
C: 2.502 -1.428 1.124
H: -0.013 3.352 4.128
H: 0.106 -4.018 1.224
H: -6.413 -1.373 -2.104
H: 1.516 0.880 -2.798
H: -1.994 -4.237 0.045
H: -0.777 -1.146 4.317
C: -0.210 -3.600 -4.045
H: -0.678 4.880 3.580
H: -3.862 0.779 -0.355
H: 2.910 5.612 -0.459
C: -1.015 1.572 -1.078
C: -4.572 -4.424 -2.103
H: -5.307 -5.134 -2.462
N: -0.011 -1.207 1.117
C: 3.329 3.876 0.675
C: -3.677 -0.800 -2.682
H: -4.499 -0.872 -0.145
H: -6.121 -0.461 -3.596
C: 5.025 2.255 2.168
C: -0.182 4.476 0.836
H: -1.954 1.427 -0.576
H: -5.191 -2.871 -3.437
C: -0.379 -1.173 3.319
C: -2.582 -2.578 -1.231
C: 5.045 -1.849 0.052
N: 0.972 -1.252 3.062
H: -2.427 3.641 2.015
H: -5.592 0.518 -0.249
C: -4.503 -3.152 -2.646
Y: -0.361 -1.842 -1.151
H: 0.053 -6.523 -3.523
C: 0.573 -4.863 -0.726
H: 4.784 0.801 0.611
C: 4.531 1.793 0.961
C: 4.860 -1.929 1.436
N: 0.347 -3.844 -1.629
H: -2.743 -0.266 -2.474
H: 3.634 5.320 2.239
H: 1.458 5.623 1.635
H: 0.444 1.486 2.590
H: 2.055 4.197 -1.003
H: 5.688 -2.151 2.094
N: -0.355 0.656 -1.762
C: 0.737 1.335 -2.212
C: 0.731 2.250 1.862
C: -1.676 2.855 2.082
C: -2.705 -3.880 -0.699
H: 1.750 2.549 2.089
C: -0.249 3.422 1.993
H: -1.873 2.110 1.312
C: -6.087 -0.404 -2.507
C: 0.191 -5.803 -2.730
H: -2.026 -1.111 1.864
H: 0.956 -5.553 1.246
C: -4.666 0.095 -0.640
H: -3.744 -5.756 -0.634
H: -0.218 -4.208 -4.949
N: 0.764 2.591 -1.851
H: -0.551 4.773 -1.260
C: 1.139 5.269 0.653
H: -1.203 -3.137 -3.966
C: 1.175 -1.281 1.724
N: -4.757 -0.005 -2.084
C: 0.049 4.102 3.338
C: -0.977 -1.151 2.106
H: 5.127 3.875 3.565
C: 0.884 -4.603 0.715
O: -1.169 5.490 1.122
C: 3.873 4.327 1.874
C: 4.714 3.524 2.629
H: 3.475 -1.793 3.020
C: 3.690 2.613 0.221
H: -1.845 3.954 -0.402
C: -3.565 -2.227 -2.182
H: 0.731 1.776 0.881
C: 0.485 -6.075 -1.363
C: 3.601 -1.714 1.946
C: 0.113 -4.440 -2.849
O: 1.702 -1.104 -1.098
C: -3.690 -4.774 -1.090
C: -0.764 4.001 -0.522
C: 3.990 -1.556 -0.779
N: -0.357 2.729 -1.102
H: -0.816 6.072 1.803
H: 1.835 -4.078 0.843
H: 1.697 -1.299 3.756
H: 6.028 -2.022 -0.370

- spin multiplicity = 1
- E_tot (eV) = -70369.3457
- energy relative to the best compared isomer or geometry (same formula, charge and spin) (kJ/mol) = 3.6
- LUMO energy (eV) = 0.281
- maximum force (eV/A) = 1.280



# 6
# C38H36ClFeN2O6STe

C38H36ClFeN2O6STe as an isolated structure (wB97M-V/def2-TZVPD, the Open Molecules 2025 dataset).

CARTESIAN COORDINATES (ANGSTROEM)
O: 6.296 -4.344 -1.266
C: -4.169 4.158 -1.904
C: -2.065 2.285 2.756
H: -3.742 -3.984 1.510
H: -3.673 5.106 -1.745
C: 1.550 2.716 -0.211
H: 3.702 -3.619 -1.459
H: -1.349 2.764 4.720
H: -2.432 3.206 -2.699
C: 1.819 4.007 1.790
C: -1.351 -4.272 0.253
H: 1.845 -0.566 3.139
C: -2.206 0.902 -3.656
C: -5.494 4.011 -1.572
C: -2.946 -2.206 0.574
H: -1.983 0.053 -4.303
C: -1.186 2.190 3.817
O: -3.523 0.762 -3.222
C: 0.376 3.396 -0.523
H: -0.179 3.160 -1.421
C: -1.825 1.531 1.613
H: -3.214 -2.763 2.657
H: -2.496 1.554 0.761
C: 2.351 4.316 -4.670
H: -6.188 0.116 -3.557
C: -1.594 -3.893 1.709
C: -4.129 1.878 -2.662
C: -1.221 0.863 -2.507
C: 3.712 4.512 -4.883
O: -1.639 0.616 -1.344
C: 2.868 2.664 -3.039
O: 7.097 -3.663 0.674
Fe: -0.068 -0.101 -0.345
H: 3.196 2.480 1.172
H: -2.033 1.811 -4.235
H: 1.744 -2.305 -0.839
C: 4.650 3.774 -4.175
C: 0.098 0.657 2.532
C: 3.877 -1.230 1.565
C: 2.665 -2.193 -0.279
O: 0.001 1.055 -2.776
H: 2.387 4.259 2.677
H: 5.896 -1.935 1.806
C: -0.082 1.346 3.709
H: 5.708 3.926 -4.345
H: 0.628 1.238 4.519
H: -7.148 0.394 -2.100
H: -0.972 4.940 0.097
S: -1.859 -2.853 -0.731
H: 3.937 -0.534 2.394
H: -0.320 -4.494 -0.018
H: -2.934 2.928 2.802
H: -7.179 2.695 -1.492
C: -6.134 2.793 -1.761
C: 4.944 -2.855 0.141
C: 1.914 3.386 -3.741
C: -2.972 -3.235 1.706
C: 4.233 2.831 -3.245
C: 2.714 -1.338 0.812
C: 0.653 4.699 1.484
C: 2.274 3.004 0.944
H: 0.858 3.214 -3.588
C: -0.068 4.393 0.336
C: 6.205 -3.653 -0.118
C: -5.461 1.708 -2.299
C: -6.136 0.376 -2.499
C: 1.271 -0.206 2.287
H: -1.552 -4.766 2.359
H: -0.830 -3.186 2.042
Cl: -6.374 5.351 -0.905
H: -1.990 -5.099 -0.065
C: 4.981 -1.993 1.231
C: -3.478 3.078 -2.452
H: 5.522 -4.241 -1.830
H: -5.576 -0.420 -2.004
H: 0.310 5.490 2.139
H: -3.919 -1.986 0.139
C: 3.778 -2.952 -0.610
Te: 2.371 1.313 -1.534
N: 1.560 -0.526 1.093
H: -2.468 -1.271 0.867
N: -0.761 0.735 1.508
H: 1.626 4.888 -5.234
O: -0.617 -1.933 -0.734
H: 4.965 2.251 -2.697
H: 4.042 5.241 -5.611

- spin multiplicity = 6
- E_tot (eV) = -120280.2803
- net charge = +2
- LUMO energy (alpha / beta) (eV) = -6.522 / -7.761
- maximum force (eV/A) = 0.717



# 7
# C4H9O3

A 2-piece molecular cluster, C4H9O3 overall (wB97M-V/def2-TZVPD, the Open Molecules 2025 dataset).

CARTESIAN COORDINATES (ANGSTROEM)
O: 1.656 0.035 -1.286
O: -1.535 1.821 1.264
H: -1.922 -2.047 -1.101
H: -0.624 -0.989 -1.692
H: -0.337 1.366 -0.415
H: 3.449 -0.502 -0.566
H: -0.388 -1.807 -0.175
H: -2.474 0.350 -0.807
C: -1.804 -0.153 -0.095
H: -2.460 -0.483 0.718
C: -0.828 0.876 0.428
C: 2.341 -0.469 -0.367
H: -0.871 2.233 1.823
H: -0.033 0.397 1.003
C: -1.146 -1.337 -0.801
O: 1.969 -0.933 0.732

- spin multiplicity = 1
- E_tot (eV) = -10437.7101
- net charge = -1
- energy relative to the best compared isomer or geometry (same formula, charge and spin) (kJ/mol) = 72.9
- LUMO energy (eV) = 3.809
- maximum force (eV/A) = 0.469



- maximum force of number 7 (C4H9O3)?
  0.469 eV/A



- Which of these has the highest maximum force?
  C3H16NO3S